[1]
{
  "formula": "C4H7CuO",
  "method": "the ωB97M-V functional and the def2-TZVPD basis",
  "species": ["C", "C", "C", "O", "Cu", "H", "H", "H", "H", "C", "H", "H", "H"],
  "coordinates": [[0.2598, 1.0213, 0.8798], [0.1635, -0.0303, -0.2143], [-0.2619, -1.3783, 0.1956], [-0.0727, -2.4165, -0.5314], [0.9155, -2.9745, -1.8662], [-0.4440, 0.8622, 1.7079], [1.0578, -0.0749, -0.8467], [1.2899, 1.2772, 1.1444], [-1.2828, -0.5231, -0.1255], [-0.3090, 1.7333, -0.2948], [-1.3896, 1.7614, -0.4414], [0.3173, 2.3917, -0.8950], [-0.2438, -1.6494, 1.2877]],
  "nbo_charge": [-0.445, -0.249, 0.027, -0.555, 1.270, 0.282, 0.271, 0.297, 0.324, -0.068, 0.256, 0.273, 0.317],
  "multiplicity": 3,
  "s2": 2.01,
  "gap_ev": [7.63, 6.80],
  "total_charge": 2
}

[2]
{
  "formula": "C3H7NO2",
  "method": "the ωB97M-V functional and the def2-TZVPD basis",
  "species": ["O", "C", "C", "N", "C", "O", "H", "H", "H", "H", "H", "H", "H"],
  "coordinates": [[-1.0224, -0.1528, 1.4885], [-1.3443, -0.5218, 0.1860], [-0.5752, 0.3882, -0.7954], [0.8891, 0.5890, -0.5196], [1.7484, -0.0078, 0.3423], [1.4865, -0.7941, 1.2430], [-0.0873, -0.4412, 1.5796], [-2.4315, -0.3796, 0.0657], [-1.1690, -1.5933, -0.0123], [-1.0666, 1.3689, -0.7533], [-0.6396, 0.0099, -1.8212], [1.3677, 1.2180, -1.1542], [2.8067, 0.2710, 0.1746]],
  "nbo_charge": [-0.739, -0.074, -0.242, -0.604, 0.533, -0.637, 0.486, 0.188, 0.163, 0.205, 0.197, 0.396, 0.127],
  "de_lowest_ev": 1.168,
  "gap_ev": 10.58
}

[3]
{
  "formula": "C20H23FN4O3",
  "method": "the ωB97M-V functional and the def2-TZVPD basis",
  "species": ["C", "H", "O", "C", "C", "C", "C", "C", "C", "F", "H", "C", "O", "N", "C", "H", "H", "C", "H", "H", "C", "N", "C", "C", "C", "N", "H", "H", "N", "C", "O", "C", "C", "C", "H", "H", "H", "H", "H", "H", "C", "C", "H", "H", "H", "H", "H", "H", "H", "H", "H"],
  "coordinates": [[6.2165, 0.2808, -2.1899], [7.2501, 0.0113, -2.4009], [5.9093, -0.3550, -0.9663], [4.6887, -0.1985, -0.4036], [4.5112, -0.8402, 0.8278], [3.3192, -0.7806, 1.5146], [2.2444, -0.0644, 0.9953], [2.4041, 0.5970, -0.2109], [3.6007, 0.5201, -0.9002], [3.6624, 1.1794, -2.0872], [1.6009, 1.1831, -0.6301], [0.9584, 0.0929, 1.7462], [0.5951, 1.1891, 2.1343], [0.2649, -1.0462, 1.9924], [0.4284, -2.2538, 1.2128], [1.4773, -2.4042, 0.9605], [0.1008, -3.0876, 1.8383], [-0.4301, -2.1704, -0.0638], [-0.8366, -3.1494, -0.3168], [0.1700, -1.8171, -0.9043], [-1.5970, -1.2042, 0.1817], [-2.6260, -1.3866, -0.8070], [-3.2243, -0.4358, -1.5644], [-4.1344, -1.0824, -2.3775], [-4.0174, -2.4298, -2.0205], [-3.1136, -2.5950, -1.0756], [-4.5528, -3.2721, -2.4106], [-4.7822, -0.6442, -3.1080], [-2.8688, 0.9133, -1.4968], [-2.9256, 1.6680, -0.3475], [-3.3210, 1.2168, 0.7045], [-2.4020, 3.0480, -0.5165], [-1.3113, 3.4803, 0.4406], [-2.6818, 4.0391, 0.5815], [-3.2874, 3.6800, 1.3993], [-2.8653, 5.0646, 0.3001], [-0.9654, 2.7635, 1.1704], [-0.5308, 4.1110, 0.0418], [-2.3418, 3.4079, -1.5364], [-2.7366, 1.3835, -2.3796], [-2.1316, -1.4145, 1.6013], [-1.0571, -0.9384, 2.5877], [-1.2089, 0.1132, 2.8377], [-1.0831, -1.5289, 3.5085], [-2.3688, -2.4703, 1.7340], [-3.0398, -0.8299, 1.7373], [-1.2471, -0.1711, 0.0899], [3.2224, -1.2790, 2.4671], [5.3528, -1.3869, 1.2224], [6.1341, 1.3676, -2.1115], [5.5769, -0.0742, -3.0019]],
  "nbo_charge": [-0.247, 0.195, -0.486, 0.230, -0.237, -0.189, -0.137, -0.259, 0.368, -0.338, 0.236, 0.674, -0.628, -0.434, -0.223, 0.229, 0.203, -0.421, 0.239, 0.209, -0.023, -0.159, 0.303, -0.354, -0.044, -0.276, 0.208, 0.225, -0.634, 0.694, -0.621, -0.350, -0.392, -0.396, 0.239, 0.217, 0.256, 0.217, 0.216, 0.409, -0.438, -0.228, 0.249, 0.198, 0.208, 0.259, 0.218, 0.224, 0.230, 0.183, 0.183],
  "gap_ev": 9.37
}